[1]
The following is a DFT calculation (ωB97M-V with the def2-TZVPD basis set) of a 2-piece molecular cluster, C29H26NO3S overall.

Computed properties:
charge = -1
LUMO = 2.0 eV
frontier orbital gap = 4.27 eV
highest occupied orbital energy = -2.290 eV
max |F| = 3.0 eV/Å

CARTESIAN COORDINATES (ANGSTROEM)
C 0.16 7.41 -2.97
O -0.84 7.00 -2.01
C -1.09 5.67 -1.91
C -2.09 5.26 -0.99
C -2.40 3.93 -0.85
C -1.72 2.93 -1.63
S -2.08 1.33 -1.45
C -0.72 3.36 -2.56
C -0.41 4.69 -2.69
H 0.19 8.49 -2.89
H 1.14 6.99 -2.71
H -0.11 7.10 -3.98
H -2.59 6.02 -0.40
H -3.16 3.60 -0.15
H -0.21 2.62 -3.16
H 0.37 5.01 -3.39
C -4.91 -1.56 4.49
C -3.86 -2.00 3.68
C -2.92 -1.07 3.26
C -3.01 0.28 3.62
C -4.05 0.73 4.43
C -5.01 -0.20 4.86
C -1.90 1.07 3.00
O -1.68 2.27 3.11
C -1.11 0.07 2.21
C 0.03 0.37 1.54
C 0.78 -0.57 0.75
C 0.14 -1.45 -0.15
C 0.83 -2.38 -0.89
C 2.24 -2.49 -0.75
N 2.94 -3.40 -1.47
C 2.31 -4.15 -2.54
C 0.88 -4.53 -2.19
C 0.08 -3.28 -1.82
C 4.40 -3.40 -1.48
C 4.95 -3.05 -0.10
C 4.38 -1.72 0.38
C 2.91 -1.62 0.17
C 2.18 -0.67 0.87
C -1.73 -1.29 2.39
O -1.38 -2.39 1.95
H -5.66 -2.27 4.83
H -3.74 -3.03 3.37
H -4.09 1.79 4.69
H -5.83 0.13 5.49
H 0.45 1.37 1.69
H -0.94 -1.37 -0.30
H 2.31 -3.57 -3.49
H 2.92 -5.06 -2.71
H 0.42 -5.03 -3.04
H 0.88 -5.22 -1.34
H -0.87 -3.57 -1.35
H -0.18 -2.72 -2.73
H 4.73 -4.40 -1.79
H 4.79 -2.67 -2.22
H 4.70 -3.84 0.61
H 6.04 -2.98 -0.16
H 4.60 -1.60 1.45
H 4.88 -0.89 -0.14
H 2.69 -0.02 1.58

Atomic partial charges in e from the natural (NBO) method, atoms 1 to 5: atom 1 (C): -0.2507, atom 2 (O): -0.5157, atom 3 (C): 0.2108, atom 4 (C): -0.2623, atom 5 (C): -0.2379

=====

[2]
The following is a DFT calculation (ωB97M-V with the def2-TZVPD basis set) of C29H26O4Sb2V as an isolated structure.

Computed properties:
spin multiplicity = 4
LUMO (spin up / spin down) = -0.9 / -1.1 eV
ΔE to the lowest compared entry with this formula, charge and spin = 289.6 kJ/mol
frontier orbital gap (spin up / spin down) = 6.30 / 5.94 eV
highest occupied orbital energy (spin up / spin down) = -7.180 / -6.997 eV
max |F| = 3.4 eV/Å

CARTESIAN COORDINATES (ANGSTROEM)
V 0.06 -0.62 -0.22
O 1.08 0.79 2.06
C 0.78 1.01 0.95
O 0.60 1.60 -0.04
C -1.68 -0.08 0.62
O -1.93 -0.36 1.73
O -1.78 0.39 -0.45
C 3.76 0.24 -0.08
C 3.98 0.43 -1.58
C 2.82 1.08 -2.31
Sb 0.92 -0.01 -2.62
C 1.81 -1.80 -3.45
C 1.15 -3.01 -3.28
C 1.64 -4.16 -3.88
C 2.78 -4.11 -4.65
C 3.44 -2.91 -4.83
C 2.95 -1.76 -4.24
C -0.77 -2.43 -0.39
C -0.36 -3.59 0.28
C -1.15 -4.73 0.33
C -2.37 -4.77 -0.32
C -2.78 -3.65 -1.03
C -1.99 -2.52 -1.07
Sb 2.45 -1.46 0.26
C 2.46 -1.80 2.38
C 1.22 -2.00 2.98
C 1.14 -2.32 4.32
C 2.29 -2.44 5.08
C 3.52 -2.21 4.49
C 3.61 -1.89 3.15
C 3.94 -2.92 -0.31
C 3.58 -4.02 -1.07
C 4.54 -4.94 -1.45
C 5.86 -4.78 -1.06
C 6.22 -3.69 -0.28
C 5.26 -2.77 0.09
H 3.33 1.14 0.36
H 4.72 0.05 0.42
H 4.23 -0.54 -2.03
H 4.86 1.07 -1.71
H 3.14 1.35 -3.32
H 2.54 2.01 -1.81
H 0.26 -3.05 -2.67
H 1.11 -5.09 -3.75
H 3.16 -5.01 -5.13
H 4.33 -2.86 -5.44
H 3.45 -0.81 -4.42
H 0.61 -3.62 0.78
H -0.80 -5.60 0.88
H -2.98 -5.65 -0.28
H -3.73 -3.67 -1.56
H -2.34 -1.66 -1.65
H 0.31 -1.91 2.40
H 0.16 -2.46 4.77
H 2.23 -2.71 6.12
H 4.43 -2.29 5.08
H 4.58 -1.72 2.70
H 2.56 -4.14 -1.39
H 4.26 -5.79 -2.05
H 6.61 -5.49 -1.37
H 7.24 -3.56 0.04
H 5.55 -1.93 0.70

Atomic partial charges in e from the natural (NBO) method, atoms 1 to 5: atom 1 (V): 0.4755, atom 2 (O): -0.4576, atom 3 (C): 0.7970, atom 4 (O): -0.5039, atom 5 (C): 0.7872

=====

[3]
The following is a DFT calculation (ωB97M-V with the def2-TZVPD basis set) of C29H27AsF2N5O3PS4SeTl as an isolated structure.

Computed properties:
charge = -1
LUMO = 1.7 eV
ΔE to the lowest compared entry with this formula, charge and spin = 27.0 kJ/mol
frontier orbital gap = 6.00 eV
highest occupied orbital energy = -4.286 eV
max |F| = 0.2 eV/Å

CARTESIAN COORDINATES (ANGSTROEM)
Tl 0.34 0.87 0.80
F 3.37 -2.23 4.07
C 3.36 -1.46 2.95
C 2.21 -0.80 2.60
C 2.21 -0.01 1.46
C 3.37 0.14 0.69
C 4.49 -0.59 1.08
F 5.63 -0.56 0.35
C 4.52 -1.39 2.21
C 3.39 1.06 -0.49
C 4.55 1.65 -0.98
C 4.45 2.55 -2.03
C 3.21 2.84 -2.55
C 2.10 2.23 -1.99
N 2.20 1.35 -1.00
H 1.31 -0.91 3.19
H 5.41 -1.94 2.48
H 5.51 1.43 -0.53
H 5.34 3.02 -2.42
H 3.08 3.55 -3.37
H 1.09 2.44 -2.33
Se -6.34 0.58 5.15
N -4.84 1.53 5.34
C -3.91 0.91 4.69
C -2.55 1.42 4.53
C -2.18 2.67 5.01
C -0.94 3.16 4.67
C -0.13 2.40 3.84
N -0.46 1.19 3.40
C -1.64 0.69 3.77
C -1.98 -0.66 3.28
N -0.99 -1.40 2.76
C -1.28 -2.57 2.23
C -2.58 -3.08 2.18
C -3.59 -2.36 2.76
C -3.29 -1.13 3.34
C -4.29 -0.33 4.04
N -5.54 -0.68 4.17
H -2.88 3.25 5.59
H -0.61 4.14 4.99
H 0.81 2.80 3.47
H -0.45 -3.13 1.82
H -2.77 -4.04 1.70
H -4.62 -2.71 2.77
S -3.67 2.79 1.70
As -2.47 2.40 0.02
S -0.38 3.22 0.35
S -1.91 0.20 0.08
S -3.18 2.90 -1.89
C 3.44 -2.17 -4.65
C 2.24 -2.40 -3.75
O 1.44 -1.22 -3.76
P 0.37 -1.06 -2.51
O -0.22 0.37 -2.92
C -0.97 0.63 -4.12
C -0.66 2.03 -4.59
O -0.72 -2.13 -3.10
C -1.72 -2.66 -2.22
C -3.09 -2.11 -2.57
H 4.07 -3.06 -4.66
H 4.02 -1.32 -4.29
H 3.11 -1.96 -5.67
H 2.57 -2.62 -2.73
H 1.64 -3.24 -4.10
H -2.03 0.55 -3.86
H -0.72 -0.11 -4.88
H -0.91 2.74 -3.80
H -1.28 2.27 -5.46
H 0.39 2.13 -4.86
H -1.47 -2.43 -1.18
H -1.70 -3.75 -2.35
H -3.12 -1.03 -2.39
H -3.85 -2.57 -1.93
H -3.33 -2.32 -3.61

Atomic partial charges in e from the Mulliken method, atoms 1 to 5: atom 1 (Tl): 1.0892, atom 2 (F): -0.3627, atom 3 (C): 0.3273, atom 4 (C): -0.6834, atom 5 (C): 0.6283

=====

[4]
The following is a DFT calculation (ωB97M-V with the def2-TZVPD basis set) of C29H27AsF2N5O3PS4SeTl as an isolated structure.

Computed properties:
charge = -1
LUMO = 1.0 eV
ΔE to the lowest compared entry with this formula, charge and spin = 36.9 kJ/mol
frontier orbital gap = 5.18 eV
highest occupied orbital energy = -4.182 eV
max |F| = 0.5 eV/Å

CARTESIAN COORDINATES (ANGSTROEM)
Tl 0.43 -0.51 1.03
F 2.26 -0.66 -4.07
C 1.47 0.00 -3.20
C 1.45 -0.39 -1.87
C 0.63 0.29 -0.98
C -0.15 1.38 -1.40
C -0.11 1.69 -2.76
F -0.89 2.67 -3.27
C 0.69 1.03 -3.67
C -1.01 2.13 -0.43
C -1.53 3.41 -0.66
C -2.33 3.98 0.31
C -2.60 3.30 1.48
C -2.01 2.06 1.65
N -1.24 1.51 0.72
H 2.05 -1.24 -1.56
H 0.68 1.30 -4.72
H -1.30 3.94 -1.57
H -2.74 4.97 0.15
H -3.23 3.71 2.26
H -2.13 1.47 2.56
Se 8.23 2.31 0.75
N 7.49 0.68 0.72
C 6.22 0.83 0.94
C 5.26 -0.27 0.98
C 5.67 -1.60 0.87
C 4.72 -2.59 0.91
C 3.37 -2.23 1.02
N 2.98 -0.97 1.12
C 3.90 0.00 1.14
C 3.44 1.39 1.39
N 2.15 1.57 1.66
C 1.72 2.78 1.98
C 2.55 3.90 2.02
C 3.88 3.73 1.73
C 4.35 2.45 1.41
C 5.76 2.20 1.14
N 6.67 3.13 1.07
H 6.72 -1.82 0.76
H 4.99 -3.64 0.86
H 2.58 -2.97 1.02
H 0.66 2.86 2.21
H 2.15 4.87 2.29
H 4.58 4.55 1.74
S 2.18 -3.23 3.90
As 0.17 -2.82 3.37
S -0.05 -3.05 1.14
S -0.11 -0.55 3.43
S -1.39 -3.79 4.38
C -2.47 -4.13 -3.16
C -2.03 -3.44 -1.89
O -2.40 -2.06 -1.98
P -2.68 -1.21 -0.60
O -3.44 0.04 -1.30
C -4.57 -0.13 -2.16
C -4.87 1.21 -2.80
O -3.95 -2.03 0.00
C -3.83 -2.65 1.30
C -3.90 -1.62 2.41
H -2.30 -5.20 -3.09
H -1.92 -3.75 -4.03
H -3.54 -3.96 -3.33
H -0.94 -3.50 -1.76
H -2.49 -3.90 -1.02
H -5.42 -0.48 -1.56
H -4.35 -0.89 -2.91
H -5.08 1.96 -2.03
H -5.73 1.14 -3.46
H -4.01 1.55 -3.38
H -2.89 -3.21 1.37
H -4.66 -3.35 1.36
H -3.07 -0.93 2.34
H -3.82 -2.11 3.38
H -4.84 -1.06 2.35

Atomic partial charges in e from the Mulliken method, atoms 1 to 5: atom 1 (Tl): 1.1914, atom 2 (F): -0.3754, atom 3 (C): 0.2882, atom 4 (C): -0.8170, atom 5 (C): 0.8965

=====

- Number 3 is which compound?
  C29H27AsF2N5O3PS4SeTl

=====

- max |F| of number 4 (C29H27AsF2N5O3PS4SeTl)?
  0.5 eV/Å